ORCA calculation (ωB97M-V/def2-TZVPD) on a cluster of 14 separate species, C23H66FN27O16S in total at a distorted geometry.

The geometry in XYZ format:
```
134
Properties=species:S:1:pos:R:3:forces:R:3:mulliken_charge:R:1
C -1.111 0.953 -2.762 0.6 -0.6 1.2 -0.79
C -0.193 2.270 -3.110 -1.8 -0.4 -1.3 0.90
C -1.230 3.361 -3.838 -0.1 0.1 1.6 -1.21
N -0.693 3.922 -5.136 -0.8 -1.4 -0.9 -0.27
S -0.593 2.727 -6.406 4.9 -4.9 -0.6 1.06
O -1.205 1.344 -6.044 1.2 6.1 -1.1 -0.47
O 0.915 2.596 -6.855 -6.3 1.4 1.4 -0.56
F -1.431 3.242 -7.852 1.2 -0.4 3.1 -0.30
O 0.361 2.969 -1.941 0.6 -2.2 -0.9 -0.43
C 1.326 2.146 -1.197 1.7 -0.1 1.1 -0.06
C 2.781 1.947 -1.929 3.5 -1.0 -1.7 0.44
C 3.572 0.501 -1.662 2.4 2.4 -2.3 -0.20
C 5.079 0.210 -2.321 -1.6 3.8 -0.7 -0.49
C 5.816 1.374 -3.257 -4.1 1.1 1.6 -0.39
C 5.004 2.799 -3.519 -1.8 -2.4 2.3 -0.42
C 3.502 3.091 -2.859 1.7 -4.0 1.1 -0.33
H -2.083 0.843 -3.407 1.9 0.6 1.2 0.44
H -1.365 1.027 -1.599 0.3 -0.2 -2.5 0.16
H -0.497 -0.044 -2.906 -1.1 2.2 0.4 -0.14
H 0.612 1.922 -3.901 -1.2 1.0 1.7 0.24
H -1.367 4.277 -3.085 0.4 -1.9 -1.8 0.35
H -2.300 2.924 -4.020 2.3 0.7 0.2 0.34
H 0.187 4.469 -5.013 -0.7 -1.0 -0.7 0.37
H 0.938 1.090 -0.874 0.5 2.1 -1.0 0.08
H 1.547 2.734 -0.182 -0.7 -1.2 -2.3 0.27
H 3.129 -0.369 -0.997 0.7 2.2 -1.6 0.17
H 5.672 -0.806 -2.118 -1.6 2.5 -0.5 0.23
H 6.895 1.234 -3.740 -2.7 0.2 1.2 0.25
H 5.457 3.686 -4.148 -0.9 -2.1 1.4 0.27
H 2.924 4.097 -3.019 1.5 -2.1 0.2 0.36
C 0.253 -2.539 -1.674 -0.4 0.6 -0.9 0.56
O 0.761 -1.433 -1.770 0.4 0.2 0.3 -0.61
N 0.590 -3.413 -0.709 0.9 -0.8 1.3 -0.30
N -0.690 -2.983 -2.525 -0.4 0.3 -0.6 -0.28
H 0.183 -4.328 -0.613 -0.2 0.3 0.0 0.11
H 1.296 -3.119 -0.047 -0.3 0.0 0.1 0.11
H -0.972 -2.356 -3.267 0.1 -0.3 0.3 0.22
H -1.120 -3.890 -2.462 -0.1 0.0 -0.1 0.27
C -1.505 1.993 1.464 0.1 0.2 -0.1 0.40
O -0.611 1.582 0.741 0.2 -0.3 0.1 -0.46
N -1.659 3.297 1.760 0.2 1.3 -0.1 -0.22
N -2.415 1.181 2.029 -0.8 -1.1 0.0 -0.15
H -2.388 3.655 2.353 0.1 0.1 0.1 0.11
H -0.994 3.943 1.354 -0.3 -0.3 0.1 0.17
H -2.335 0.192 1.832 0.0 0.2 0.3 0.15
H -3.158 1.501 2.627 0.2 0.0 0.2 0.10
C -0.473 -1.566 4.063 -0.3 0.0 -0.4 0.73
O -1.659 -1.325 3.908 -0.3 0.1 0.0 -0.67
N 0.493 -0.957 3.351 0.5 0.9 -0.7 -0.21
N -0.024 -2.462 4.961 0.0 -1.1 1.1 -0.44
H 1.475 -1.142 3.465 -0.1 0.0 -0.1 0.11
H 0.198 -0.275 2.664 0.2 -0.2 -0.1 0.02
H -0.718 -2.943 5.518 0.3 0.2 -0.2 0.24
H 0.949 -2.674 5.103 -0.1 0.1 -0.1 0.16
C 3.692 -4.632 0.941 0.1 -0.1 -0.2 0.67
O 3.069 -3.879 1.673 -0.5 0.3 0.4 -0.65
N 3.161 -5.167 -0.173 -0.8 -0.3 -0.8 -0.25
N 4.965 -4.993 1.183 1.2 0.0 0.7 -0.42
H 3.658 -5.789 -0.788 -0.1 0.1 0.2 0.17
H 2.205 -4.921 -0.392 0.5 -0.1 -0.1 0.20
H 5.402 -4.612 2.012 -0.1 -0.2 -0.3 0.24
H 5.494 -5.612 0.592 -0.2 0.1 0.1 0.15
C -0.303 2.187 -11.968 0.7 -0.3 -0.3 0.63
O 0.546 1.956 -12.814 0.0 0.0 -0.1 -0.66
N -1.473 2.787 -12.256 -1.3 0.7 -0.8 -0.37
N -0.146 1.863 -10.672 0.5 -0.5 1.1 -0.29
H -2.184 2.985 -11.574 0.2 0.0 -0.1 0.17
H -1.631 3.047 -13.221 0.1 -0.1 0.4 0.21
H 0.720 1.410 -10.413 -0.3 0.2 0.0 0.18
H -0.834 2.045 -9.961 0.2 0.0 -0.1 0.13
C 1.869 -8.040 2.880 -0.1 -0.2 0.1 0.67
O 2.762 -8.452 2.157 0.4 -0.2 -0.4 -0.67
N 1.715 -6.737 3.176 0.3 1.4 -0.1 -0.30
N 0.958 -8.853 3.445 -0.5 -0.9 0.1 -0.29
H 0.985 -6.379 3.769 0.2 -0.1 -0.1 0.15
H 2.379 -6.091 2.771 -0.3 0.0 0.2 0.15
H 1.038 -9.842 3.248 -0.2 -0.1 0.2 0.18
H 0.215 -8.533 4.043 0.2 0.0 -0.1 0.15
C -3.301 6.255 4.078 -0.4 -0.4 -0.4 0.62
O -3.201 5.040 4.018 0.1 -0.4 0.0 -0.69
N -4.444 6.875 4.421 -1.2 0.1 0.3 -0.38
N -2.276 7.083 3.806 1.4 0.4 -0.4 -0.47
H -4.545 7.875 4.476 0.1 -0.2 0.0 0.17
H -5.240 6.289 4.634 0.3 0.2 -0.1 0.23
H -1.397 6.657 3.544 -0.3 0.2 0.0 0.22
H -2.339 8.086 3.850 0.0 -0.1 0.0 0.19
C 0.848 2.476 5.457 0.4 -0.5 -0.4 0.62
O 1.995 2.269 5.095 0.2 0.0 0.0 -0.69
N -0.166 1.637 5.176 -0.6 -0.9 -0.3 -0.21
N 0.493 3.561 6.169 0.1 1.5 0.9 -0.36
H -1.117 1.790 5.465 0.1 0.0 -0.1 0.17
H 0.058 0.807 4.642 -0.1 0.2 0.1 0.15
H 1.226 4.218 6.401 -0.3 -0.3 -0.1 0.21
H -0.446 3.748 6.475 0.2 -0.1 -0.1 0.16
C -6.614 0.827 2.953 0.5 0.0 0.6 0.67
O -5.943 0.922 3.969 0.1 0.1 0.0 -0.65
N -6.070 0.795 1.723 0.9 0.0 -1.1 -0.30
N -7.956 0.747 2.973 -1.5 -0.1 0.5 -0.40
H -6.606 0.718 0.875 0.1 0.0 0.2 0.17
H -5.062 0.853 1.663 -0.4 -0.1 -0.1 0.17
H -8.406 0.767 3.879 0.2 0.0 -0.4 0.23
H -8.526 0.669 2.147 0.1 0.0 0.2 0.16
C 0.895 -12.459 2.163 0.2 0.2 0.1 0.69
O 0.787 -11.864 3.224 -0.1 0.2 0.3 -0.73
N 1.830 -12.149 1.247 1.0 0.6 -0.5 -0.37
N 0.087 -13.477 1.814 -1.1 -1.0 0.1 -0.40
H 1.934 -12.627 0.368 0.0 0.1 0.2 0.17
H 2.458 -11.388 1.470 -0.1 -0.1 -0.1 0.22
H -0.631 -13.743 2.476 0.3 0.1 -0.3 0.23
H 0.160 -13.979 0.946 0.0 0.1 0.2 0.16
C 5.455 6.753 -3.060 -0.6 -0.4 -0.2 0.63
O 4.532 6.144 -3.578 -0.1 0.0 -0.1 -0.60
N 6.266 7.572 -3.755 0.7 0.8 -1.2 -0.43
N 5.743 6.661 -1.750 -0.1 -0.3 1.4 -0.36
H 7.031 8.082 -3.346 -0.2 -0.1 -0.1 0.15
H 6.084 7.670 -4.745 0.1 0.0 0.4 0.22
H 5.157 6.055 -1.191 0.3 0.2 -0.2 0.23
H 6.499 7.155 -1.306 -0.1 -0.1 -0.1 0.16
C -1.928 8.033 7.532 0.3 0.3 -0.3 0.62
O -1.309 8.961 7.037 0.0 0.2 -0.1 -0.66
N -2.327 8.027 8.817 -0.3 0.5 1.5 -0.38
N -2.267 6.932 6.837 -0.1 -0.9 -0.7 -0.22
H -2.838 7.272 9.242 0.1 0.1 -0.1 0.17
H -2.092 8.837 9.376 -0.1 -0.3 -0.2 0.23
H -1.986 6.896 5.866 0.0 0.0 0.4 0.15
H -2.777 6.157 7.227 0.1 0.2 -0.1 0.16
C -2.675 -6.369 -2.901 0.0 0.1 0.0 0.62
O -2.167 -5.263 -2.997 0.0 0.0 -0.1 -0.69
N -2.338 -7.243 -1.936 0.7 -0.5 1.1 -0.34
N -3.617 -6.813 -3.752 -0.8 0.1 -1.0 -0.43
H -2.745 -8.158 -1.841 0.1 0.2 0.0 0.18
H -1.632 -6.949 -1.274 -0.3 -0.2 -0.2 0.18
H -3.900 -6.186 -4.494 0.1 -0.3 0.3 0.22
H -4.047 -7.720 -3.690 0.1 0.2 0.0 0.16
```
Positions in Å, forces in eV/Å.

Output
**Molar mass**: 1028.02 g/mol
**2S+1**: 1
**Total energy**: -111468.446 eV

---

ORCA calculation (ωB97M-V/def2-TZVPD) on the ion C5H7N4 with charge +1 at a distorted geometry.

The geometry in XYZ format:
```
16
Properties=species:S:1:pos:R:3:forces:R:3:nbo_charge:R:1
C 1.062 -1.521 0.006 -1.2 2.3 0.1 0.20
C -0.165 -1.128 -0.353 0.0 -0.8 -0.3 -0.29
C -1.258 -0.558 0.512 -0.1 0.0 0.4 -0.26
N -1.595 0.938 0.141 -0.2 -0.8 -0.5 -0.36
N -0.485 1.765 0.374 1.6 -0.5 0.7 -0.42
C 0.468 1.332 -0.462 -1.4 -0.3 -0.8 0.25
N 1.722 1.149 -0.165 0.0 0.6 0.2 -0.04
N 2.545 0.317 0.091 1.2 1.0 0.0 0.03
C 2.262 -1.072 0.270 -0.3 -1.5 0.1 -0.18
H -0.472 -1.402 -1.360 0.1 0.1 -0.1 0.25
H -2.190 -1.108 0.393 0.0 0.0 0.0 0.25
H -0.951 -0.531 1.557 -0.2 0.1 -0.1 0.25
H -1.955 0.957 -0.838 0.0 0.0 0.4 0.40
H -2.346 1.250 0.774 0.2 -0.1 -0.3 0.45
H 0.231 1.231 -1.538 0.2 -0.2 0.1 0.19
H 3.127 -1.622 0.597 0.0 0.0 0.1 0.26
```
Positions in Å, forces in eV/Å.

Output
**Charge**: +1
**Molar mass**: 123.14 g/mol
**2S+1**: 1
**Total energy**: -11245.438 eV

---

ORCA calculation (ωB97M-V/def2-TZVPD) on a structure of composition C4H4CoO5 at a distorted geometry.

The geometry in XYZ format:
```
14
Properties=species:S:1:pos:R:3:forces:R:3:mulliken_spin:R:1
O 1.135 0.012 0.560 -0.5 -0.1 0.9 0.05
C 1.993 0.769 -0.260 2.0 -0.6 -1.3 -0.01
O 3.016 0.284 -0.691 -1.0 0.3 0.5 0.00
O 1.474 1.918 -0.443 -1.0 0.5 0.3 0.06
C 0.675 -1.279 0.121 0.0 -0.5 -0.4 0.00
H 0.902 -1.381 -0.950 0.0 0.0 0.3 0.00
H 1.189 -2.068 0.685 -0.1 0.2 -0.2 0.00
C -0.839 -1.296 0.351 0.1 -0.6 0.1 0.00
H -1.024 -1.422 1.436 0.0 0.1 -0.2 0.00
H -1.230 -2.206 -0.141 0.1 0.2 0.1 0.01
O -3.214 2.949 -0.606 1.2 -0.9 0.8 -0.01
O -1.448 -0.147 -0.148 0.7 1.1 0.4 0.16
C -2.291 2.476 -0.154 -0.7 0.9 -0.7 0.01
Co -0.336 1.393 0.241 -1.0 -0.7 -0.7 2.72
```
Positions in Å, forces in eV/Å.

Output
**Molar mass**: 191.00 g/mol
**2S+1**: 4
**Total energy**: -52076.389 eV

---

ORCA calculation (ωB97M-V/def2-TZVPD) on a structure of composition C42H66N4P2PtSTe.

The geometry in XYZ format:
```
117
Properties=species:S:1:pos:R:3:forces:R:3:mulliken_spin:R:1
Pt 0.414 0.253 -0.942 -0.8 0.3 -0.3 0.93
C -0.241 4.185 -2.263 0.0 0.0 0.1 0.00
C -0.918 3.951 -0.908 0.0 -0.1 -0.2 0.04
C -2.442 3.960 -1.067 0.0 0.1 0.0 0.00
P -0.042 2.539 -0.030 0.0 -0.2 -0.1 0.14
C 1.307 3.603 0.713 0.1 -0.2 0.2 0.03
C 2.616 2.895 1.070 0.0 0.1 -0.1 0.09
C 0.875 4.502 1.872 0.0 0.0 0.0 0.01
C -1.244 1.985 1.256 -0.1 0.1 0.0 0.07
C -1.994 2.909 1.975 0.0 0.0 0.0 -0.03
C -3.007 2.521 2.847 0.0 0.0 0.0 0.11
C -3.318 1.173 2.985 0.0 0.1 0.0 -0.05
C -2.584 0.224 2.297 0.1 -0.1 0.0 0.14
C -1.517 0.605 1.460 0.1 -0.1 0.1 -0.07
N -0.761 -0.348 0.803 0.2 -0.5 0.2 0.50
C -0.555 -1.622 1.307 -0.1 0.3 0.0 0.10
C -0.495 -1.881 2.694 0.0 0.0 0.0 0.12
C -0.095 -3.115 3.158 0.0 0.0 0.0 -0.05
C 0.240 -4.122 2.257 0.0 0.0 0.0 0.14
C 0.132 -3.901 0.887 0.1 0.0 0.1 -0.09
C -0.283 -2.676 0.392 0.0 0.1 0.0 0.03
P -0.699 -2.281 -1.335 0.2 -0.1 0.1 0.16
C -0.430 -3.786 -2.398 0.1 -0.1 0.2 0.06
C 1.047 -4.152 -2.562 -0.1 -0.1 0.1 0.02
C -1.249 -5.039 -2.045 0.0 0.0 -0.1 0.01
C -2.554 -2.140 -1.197 0.0 -0.1 0.0 0.07
C -3.218 -2.229 -2.574 0.0 0.0 0.0 0.02
C -3.234 -3.080 -0.198 0.0 0.0 -0.1 0.00
H -0.630 5.100 -2.713 0.0 0.0 0.0 0.00
H -0.454 3.358 -2.943 0.0 0.0 0.0 0.00
H 0.840 4.303 -2.174 0.0 0.0 0.0 0.00
H -0.652 4.793 -0.272 0.0 0.1 0.1 0.01
H -2.729 3.557 -2.035 0.0 0.0 0.0 0.00
H -2.791 4.995 -1.023 0.0 0.0 0.0 0.00
H -2.974 3.407 -0.295 0.0 0.0 0.0 0.00
H 1.517 4.236 -0.153 0.0 0.1 -0.1 0.00
H 2.593 2.514 2.091 0.0 0.1 -0.1 -0.01
H 3.437 3.613 1.010 0.0 0.0 0.0 0.00
H 2.835 2.066 0.400 -0.1 0.2 0.1 -0.04
H 0.573 3.910 2.738 0.0 0.1 -0.1 0.00
H 0.070 5.195 1.625 0.0 0.0 0.0 0.00
H 1.732 5.107 2.176 0.0 0.0 0.0 0.00
H -1.807 3.967 1.836 0.0 0.0 0.0 0.01
H -3.566 3.271 3.394 0.0 0.0 0.0 -0.01
H -4.133 0.862 3.627 0.0 0.0 0.0 0.01
H -2.837 -0.826 2.383 0.0 0.0 0.0 0.00
H -0.688 -1.080 3.391 0.0 0.0 0.0 0.02
H -0.015 -3.288 4.225 0.0 0.0 -0.1 0.00
H 0.561 -5.090 2.622 0.0 0.0 0.0 0.00
H 0.364 -4.710 0.209 0.0 0.0 0.0 0.01
H -0.781 -3.422 -3.369 0.0 0.0 -0.1 0.01
H 1.470 -4.569 -1.648 0.0 0.0 0.0 0.00
H 1.654 -3.302 -2.847 0.1 0.2 0.0 0.00
H 1.143 -4.908 -3.343 0.0 0.0 0.0 0.00
H -0.836 -5.889 -2.592 0.0 0.0 0.0 0.00
H -2.292 -4.950 -2.336 0.0 0.0 0.0 0.00
H -1.222 -5.288 -0.987 0.0 0.0 0.0 0.00
H -2.672 -1.122 -0.833 0.0 0.1 0.0 0.00
H -3.290 -3.261 -2.915 0.0 0.0 0.0 0.00
H -2.687 -1.650 -3.330 0.0 0.0 0.0 -0.01
H -4.240 -1.843 -2.510 0.0 0.0 0.0 0.00
H -3.179 -4.124 -0.506 0.0 0.1 0.0 0.00
H -4.293 -2.816 -0.138 0.0 0.0 0.0 0.00
H -2.816 -3.008 0.807 0.0 0.0 0.0 0.00
C 4.078 -1.866 5.097 -0.1 0.0 -0.1 0.00
C 3.183 -1.064 4.185 -0.1 0.0 0.1 -0.04
C 2.241 -0.176 4.720 0.0 0.0 0.0 0.27
C 1.399 0.573 3.896 0.0 0.1 0.2 -0.07
C 0.384 1.528 4.480 0.0 -0.1 0.0 0.01
C 1.524 0.429 2.534 0.2 0.1 -0.2 0.12
C 2.500 -0.406 1.920 0.0 0.1 0.2 0.05
C 3.304 -1.181 2.817 -0.2 0.1 -0.3 0.16
N 2.559 -0.351 0.571 0.2 -0.1 -0.3 0.63
C 3.748 -0.693 -0.266 0.2 0.0 0.3 -0.10
C 5.085 -1.071 0.393 -0.1 0.0 0.2 0.02
C 4.053 0.561 -1.096 0.0 0.0 0.0 0.02
C 3.340 -1.849 -1.159 -0.1 -0.2 0.0 0.06
H 3.618 -2.023 6.072 0.0 0.0 0.0 0.00
H 5.019 -1.337 5.260 0.0 0.0 0.0 0.00
H 4.318 -2.838 4.666 0.0 0.0 0.0 0.00
H 2.161 -0.074 5.797 0.0 0.0 0.0 -0.01
H 0.543 1.668 5.549 0.0 0.0 0.0 -0.01
H -0.640 1.163 4.347 0.1 0.0 0.0 -0.01
H 0.441 2.506 3.997 0.0 -0.2 0.1 0.00
H 0.928 1.045 1.878 0.1 -0.1 0.1 0.04
H 3.977 -1.928 2.447 0.2 -0.1 -0.2 0.00
H 5.386 -0.362 1.166 0.0 0.0 0.0 0.00
H 5.847 -1.044 -0.389 0.0 0.0 0.1 0.00
H 5.091 -2.083 0.796 0.0 0.0 0.0 0.00
H 4.553 1.313 -0.481 0.0 -0.1 -0.1 0.00
H 3.144 1.000 -1.501 0.0 0.0 0.0 0.01
H 4.725 0.300 -1.916 0.0 0.0 0.0 0.00
H 3.168 -2.747 -0.559 0.0 0.0 0.0 0.00
H 4.126 -2.063 -1.888 -0.1 0.0 0.1 0.00
H 2.423 -1.603 -1.683 -0.2 0.0 -0.1 0.00
C -4.661 1.170 -4.081 -0.1 0.0 0.1 0.00
N -4.734 1.124 -2.621 -0.1 0.0 -0.2 0.00
C -5.905 1.139 -1.868 0.1 0.0 -0.3 0.00
C -5.552 1.063 -0.575 0.3 0.0 0.1 0.00
N -4.164 1.004 -0.558 -0.1 0.0 0.1 0.00
C -3.663 1.034 -1.810 -0.2 -0.1 0.3 0.05
S -2.035 0.969 -2.305 0.2 0.0 -0.3 0.15
H -5.612 1.529 -4.463 0.0 0.0 0.0 0.00
H -4.457 0.179 -4.482 0.0 0.0 0.0 0.00
H -3.864 1.842 -4.384 0.0 0.1 0.0 0.00
H -6.878 1.201 -2.324 0.1 0.0 0.0 0.00
H -6.149 1.058 0.321 0.1 0.0 -0.1 0.00
H -3.582 0.960 0.265 0.0 0.0 0.0 0.02
C 2.421 2.211 -3.831 0.1 0.0 -0.1 -0.01
Te 1.059 0.592 -3.628 0.1 0.1 0.3 0.12
C 2.495 -0.799 -4.335 0.0 0.0 -0.1 0.00
H 2.402 2.544 -4.867 0.0 0.0 0.1 0.01
H 3.419 1.870 -3.558 -0.1 0.0 0.0 0.00
H 2.107 3.015 -3.174 0.0 0.0 0.0 0.00
H 3.413 -0.716 -3.760 0.0 0.0 0.0 0.00
H 2.674 -0.551 -5.379 0.0 0.0 0.0 0.01
H 2.088 -1.804 -4.265 0.0 0.0 0.0 0.00
```
Positions in Å, forces in eV/Å.

Output
**Charge**: +2
**Molar mass**: 1043.71 g/mol
**2S+1**: 5
**Total energy**: -90524.801 eV